1.
Below is 4 unconnected molecules or ions with the total composition C29H64BBrClN3O19P3S, with properties calculated with wB97M-V/def2-TZVPD.

```
122
C29H64BBrClN3O19P3S | OMol25 | wB97M-V/def2-TZVPD
N 2.21 4.77 1.85
B 1.28 4.43 0.79
O 0.65 5.41 0.08
C 0.97 2.86 0.48
N 0.06 2.51 -0.66
C -1.05 3.31 -1.22
O -1.65 4.11 -0.27
N -2.53 3.30 0.58
O -3.05 3.96 1.35
C 0.40 1.36 -1.13
Cl -0.31 0.61 -2.45
C 1.50 0.69 -0.35
C 2.20 1.96 0.20
C 3.33 2.48 -0.68
C 2.98 2.82 -2.15
C 3.88 3.96 -2.69
C 3.09 5.24 -2.99
S 3.89 6.57 -2.14
O 3.52 6.47 -0.76
O 5.29 6.54 -2.43
O 3.18 7.84 -2.77
C 2.93 1.53 1.54
C 3.30 0.06 1.52
O 4.20 -0.37 0.87
Br 2.18 -1.10 2.58
H 2.14 4.12 2.63
H 3.18 4.73 1.54
H -0.09 5.80 0.56
H 0.47 2.47 1.38
H -0.73 3.86 -2.10
H -1.80 2.58 -1.56
H 0.94 0.10 0.38
H 2.08 0.15 -1.10
H 4.07 1.68 -0.71
H 3.83 3.34 -0.24
H 1.93 3.08 -2.31
H 3.20 1.94 -2.76
H 4.34 3.62 -3.61
H 4.70 4.18 -2.00
H 2.99 5.46 -4.05
H 2.08 5.21 -2.58
H 3.58 8.63 -2.37
H 3.86 2.08 1.67
H 2.26 1.74 2.38
O -1.74 -1.55 4.15
P -3.09 -2.07 4.41
O -2.98 -3.46 5.19
C -2.31 -3.52 6.46
C -3.08 -2.81 7.55
O -3.56 -2.65 2.97
C -2.79 -2.39 1.81
C -1.65 -3.37 1.61
O -4.57 -1.61 4.80
C -4.87 -0.33 5.38
C -4.16 0.82 4.68
H -1.30 -3.11 6.37
H -2.22 -4.58 6.70
H -3.05 -1.72 7.41
H -2.65 -3.02 8.53
H -4.13 -3.12 7.55
H -2.39 -1.38 1.83
H -3.49 -2.44 0.97
H -1.07 -3.47 2.52
H -1.00 -3.00 0.81
H -2.00 -4.36 1.34
H -4.63 -0.34 6.45
H -5.95 -0.21 5.30
H -3.08 0.74 4.79
H -4.47 1.77 5.12
H -4.40 0.82 3.62
O -1.85 -8.05 6.29
P -2.18 -9.28 5.55
O -1.65 -9.20 4.04
C -0.28 -8.92 3.79
C 0.64 -10.06 4.20
O -3.76 -9.26 5.27
C -4.58 -8.20 5.75
C -4.67 -7.07 4.74
O -2.14 -10.85 5.82
C -1.44 -11.44 6.95
C -1.71 -10.72 8.25
H 0.01 -7.99 4.29
H -0.20 -8.75 2.71
H 0.69 -10.13 5.29
H 1.65 -9.89 3.83
H 0.27 -11.01 3.81
H -4.22 -7.84 6.71
H -5.57 -8.62 5.92
H -3.68 -6.77 4.38
H -5.15 -6.20 5.19
H -5.25 -7.37 3.87
H -0.37 -11.48 6.73
H -1.79 -12.47 7.01
H -1.33 -9.70 8.23
H -1.21 -11.24 9.07
H -2.78 -10.67 8.46
O 2.43 7.00 -9.23
P 1.95 5.62 -9.05
O 0.96 5.53 -7.78
C -0.17 6.39 -7.72
C -1.22 6.05 -8.76
O 3.18 4.76 -8.47
C 4.46 5.35 -8.27
C 4.59 5.95 -6.88
O 1.40 4.44 -9.96
C 1.02 4.63 -11.34
C 2.02 5.46 -12.13
H 0.15 7.43 -7.82
H -0.59 6.27 -6.72
H -0.88 6.32 -9.76
H -2.14 6.60 -8.57
H -1.44 4.98 -8.75
H 4.67 6.09 -9.04
H 5.19 4.55 -8.40
H 3.73 6.58 -6.64
H 5.50 6.54 -6.79
H 4.62 5.15 -6.13
H 0.03 5.08 -11.39
H 0.94 3.64 -11.77
H 2.09 6.47 -11.74
H 1.72 5.52 -13.17
H 3.01 5.01 -12.08
```

As for the net charge: +1. As for the molar mass: 1009.99 g mol⁻¹. The value obtained for the HOMO-LUMO gap is 7.48 eV. For the calculated total energy, the calculation gives -7218.50428 Eh.

2.
Below is 12 unconnected molecules or ions with the total composition C66H168N12O21, with properties calculated with wB97M-V/def2-TZVPD.

```
267
C66H168N12O21 | OMol25 | wB97M-V/def2-TZVPD
C -6.37 4.62 -2.32
O -5.94 3.48 -3.04
C -4.78 2.91 -2.49
C -4.40 1.67 -3.25
C -3.05 1.12 -2.77
N -4.40 1.87 -4.69
H -5.47 5.25 -2.21
H -6.64 4.36 -1.28
H -7.20 5.12 -2.79
H -3.94 3.63 -2.51
H -4.85 2.71 -1.41
H -5.12 0.88 -3.00
H -2.31 1.85 -2.45
H -2.52 0.55 -3.55
H -3.23 0.40 -1.98
H -4.68 1.07 -5.23
H -4.93 2.68 -5.00
C -5.74 -6.70 0.71
O -4.89 -5.73 0.13
C -5.48 -5.06 -0.94
C -4.57 -3.89 -1.36
C -5.17 -3.04 -2.47
N -3.29 -4.37 -1.87
H -5.14 -7.37 1.32
H -6.22 -7.31 -0.06
H -6.44 -6.20 1.39
H -5.56 -5.68 -1.84
H -6.46 -4.63 -0.67
H -4.33 -3.27 -0.50
H -4.39 -2.29 -2.62
H -6.13 -2.60 -2.18
H -5.34 -3.57 -3.41
H -2.83 -5.07 -1.30
H -3.39 -4.87 -2.75
C 1.53 0.70 0.24
O 0.94 -0.19 -0.68
C 0.64 -1.46 -0.15
C -0.08 -2.38 -1.12
C -1.35 -1.79 -1.70
N -0.41 -3.59 -0.42
H 0.78 1.10 0.92
H 2.16 1.46 -0.24
H 2.28 0.15 0.82
H 1.54 -1.96 0.22
H -0.07 -1.41 0.69
H 0.53 -2.58 -2.01
H -1.91 -2.55 -2.27
H -1.14 -1.00 -2.42
H -2.08 -1.44 -0.96
H -0.98 -4.26 -0.91
H 0.30 -4.15 0.05
C 9.23 7.92 4.28
O 9.06 6.57 3.94
C 7.73 6.16 4.08
C 7.56 4.71 3.58
N 6.38 4.01 4.06
C 5.13 4.78 3.96
C 3.88 3.92 4.08
O 3.30 3.78 2.80
C 2.03 3.20 2.72
H 8.34 8.53 4.08
H 10.04 8.33 3.67
H 9.59 8.09 5.30
H 7.05 6.79 3.48
H 7.27 6.41 5.05
H 8.49 4.15 3.61
H 7.41 4.84 2.49
H 6.57 3.89 5.05
H 5.10 5.37 3.05
H 5.13 5.47 4.81
H 3.09 4.34 4.71
H 4.16 2.95 4.53
H 2.07 2.13 2.95
H 1.74 3.27 1.67
H 1.28 3.76 3.29
C -2.24 1.33 0.70
O -2.90 1.97 1.78
C -2.37 3.28 1.91
C -2.80 4.01 3.16
N -2.49 3.23 4.36
C -3.10 3.80 5.56
C -2.54 3.17 6.82
O -2.98 1.84 6.92
C -2.58 1.19 8.10
H -2.41 1.93 -0.20
H -2.79 0.41 0.53
H -1.19 1.12 0.86
H -2.68 3.82 1.01
H -1.27 3.29 1.88
H -3.87 4.28 3.07
H -2.40 5.03 3.25
H -2.86 2.32 4.11
H -4.19 3.71 5.53
H -2.80 4.85 5.56
H -2.99 3.76 7.63
H -1.45 3.29 6.83
H -1.48 1.26 8.19
H -2.76 0.13 7.93
H -2.96 1.59 9.04
C 0.64 -7.74 -1.94
O -0.14 -7.19 -0.92
C -1.20 -8.01 -0.48
C -1.99 -7.21 0.55
N -1.09 -6.79 1.62
C -1.69 -5.74 2.45
C -0.56 -5.00 3.17
O 0.48 -4.64 2.28
C 1.38 -3.69 2.76
H 1.01 -8.75 -1.71
H 1.59 -7.19 -1.96
H 0.16 -7.67 -2.92
H -0.83 -8.91 0.03
H -1.81 -8.24 -1.36
H -2.71 -7.88 1.04
H -2.47 -6.42 -0.03
H -0.28 -6.36 1.19
H -2.22 -6.22 3.28
H -2.32 -5.06 1.88
H -0.17 -5.53 4.04
H -0.97 -4.04 3.51
H 1.04 -2.71 2.41
H 2.39 -3.79 2.35
H 1.52 -3.60 3.84
C -5.42 -6.17 -5.18
O -4.15 -5.80 -4.69
C -3.09 -6.44 -5.40
C -1.72 -6.15 -4.81
N -1.13 -4.94 -5.37
C 0.30 -4.80 -5.09
C 0.63 -4.61 -3.59
O 2.03 -4.62 -3.37
C 2.70 -3.44 -3.77
H -5.83 -5.52 -5.96
H -6.12 -5.95 -4.35
H -5.48 -7.26 -5.25
H -3.13 -6.24 -6.47
H -3.22 -7.52 -5.27
H -1.13 -7.03 -5.06
H -1.81 -6.12 -3.71
H -1.66 -4.11 -5.16
H 0.55 -3.88 -5.62
H 0.89 -5.64 -5.45
H 0.20 -5.52 -3.17
H 0.14 -3.80 -3.06
H 2.81 -2.78 -2.90
H 2.23 -2.93 -4.62
H 3.69 -3.73 -4.12
C 3.80 -0.57 -3.97
O 4.29 0.70 -3.61
C 3.44 1.39 -2.70
C 4.29 2.48 -2.04
N 4.92 3.39 -2.99
C 4.08 4.45 -3.53
C 4.73 5.21 -4.66
O 3.98 6.34 -5.01
C 4.67 7.18 -5.90
H 4.61 -1.11 -4.46
H 2.96 -0.52 -4.66
H 3.53 -1.16 -3.09
H 3.11 0.71 -1.90
H 2.57 1.74 -3.27
H 5.17 1.99 -1.60
H 3.74 2.96 -1.23
H 5.33 2.77 -3.69
H 3.82 5.15 -2.74
H 3.16 3.92 -3.83
H 4.82 4.49 -5.50
H 5.76 5.49 -4.42
H 4.88 6.69 -6.86
H 5.62 7.55 -5.47
H 4.07 8.08 -5.99
C -7.64 -3.95 -8.28
O -6.64 -3.73 -7.31
C -5.38 -3.50 -7.92
C -4.99 -2.02 -7.79
N -4.86 -1.61 -6.40
C -3.67 -2.12 -5.72
C -2.43 -1.33 -6.07
O -1.43 -1.72 -5.17
C -0.21 -1.05 -5.35
H -7.75 -3.15 -9.01
H -8.58 -4.03 -7.73
H -7.49 -4.88 -8.85
H -5.30 -3.78 -8.98
H -4.62 -4.14 -7.46
H -5.83 -1.43 -8.17
H -4.18 -1.81 -8.48
H -5.70 -1.88 -5.91
H -3.60 -3.20 -5.91
H -3.85 -1.97 -4.66
H -2.78 -0.29 -6.01
H -2.11 -1.47 -7.11
H 0.12 -0.66 -4.38
H -0.31 -0.14 -5.96
H 0.63 -1.66 -5.70
C -4.80 -0.76 6.09
O -4.26 -1.22 4.86
C -3.16 -0.46 4.42
C -2.21 -1.47 3.71
N -1.00 -0.97 3.13
C -0.09 -0.18 3.95
C 0.53 -1.04 5.07
O 1.78 -0.53 5.47
C 1.69 0.48 6.46
H -4.99 0.31 6.21
H -4.06 -1.11 6.82
H -5.74 -1.28 6.26
H -2.59 0.02 5.22
H -3.47 0.28 3.67
H -2.88 -1.98 3.01
H -1.91 -2.17 4.49
H -1.09 -0.64 2.19
H -0.62 0.63 4.48
H 0.68 0.19 3.28
H 0.59 -2.04 4.66
H -0.18 -1.24 5.88
H 2.13 1.42 6.11
H 2.17 0.11 7.36
H 0.67 0.77 6.74
C 4.18 -1.97 -0.05
O 3.90 -1.71 1.31
C 4.98 -1.23 2.10
C 4.43 -0.98 3.50
N 5.55 -0.91 4.45
C 5.07 -0.60 5.79
C 6.17 -0.18 6.75
O 5.68 -0.08 8.08
C 5.09 1.17 8.36
H 5.18 -2.40 -0.19
H 4.17 -1.04 -0.63
H 3.53 -2.77 -0.39
H 5.45 -0.35 1.65
H 5.68 -2.07 2.16
H 3.72 -1.77 3.78
H 3.93 -0.01 3.49
H 6.01 -1.81 4.42
H 4.59 -1.49 6.22
H 4.30 0.18 5.76
H 6.68 0.73 6.42
H 6.94 -0.95 6.84
H 5.83 1.97 8.45
H 4.52 1.07 9.28
H 4.32 1.50 7.65
C -0.30 3.80 -1.81
O -0.05 5.16 -1.63
C 1.16 5.62 -2.21
C 1.45 7.04 -1.79
N 2.14 7.13 -0.52
C 1.50 6.36 0.57
C 2.07 6.74 1.92
O 2.29 8.11 2.09
C 1.95 8.60 3.36
H 0.54 3.19 -1.45
H -0.53 3.49 -2.84
H -1.13 3.51 -1.16
H 1.21 5.39 -3.28
H 1.95 4.97 -1.78
H 0.45 7.52 -1.73
H 1.97 7.63 -2.54
H 2.41 8.04 -0.19
H 1.78 5.34 0.34
H 0.43 6.59 0.43
H 2.95 6.15 2.16
H 1.30 6.37 2.62
H 2.35 7.93 4.13
H 0.86 8.68 3.48
H 2.30 9.62 3.48
```

As for the molar mass: 1466.13 g mol⁻¹. The value obtained for the HOMO-LUMO gap is 8.55 eV. The SMILES is COC[C@H](C)N.COC[C@H](C)N.COC[C@H](C)N.COCCNCCOC.COCCNCCOC.COCCNCCOC.COCCNCCOC.COCCNCCOC.COCCNCCOC.COCCNCCOC.COCCNCCOC.COCCNCCOC. The energy above the lowest of the compared OMol25 structures with the same formula, charge and spin comes out at 2.212 eV. For the calculated total energy, the calculation gives -4851.96968 Eh.

3.
Below is a molecular structure, C3H2F5O2S, with properties calculated with wB97M-V/def2-TZVPD.

```
13
C3H2F5O2S | OMol25 | wB97M-V/def2-TZVPD
C -0.85 0.16 -0.41
C 0.90 0.54 0.46
C 1.30 -0.74 1.20
O -2.79 -0.28 -1.73
O -1.30 1.35 -2.68
F 1.77 0.96 -0.51
F 0.77 1.64 1.32
F 1.23 -1.78 0.32
F 2.47 -0.71 1.82
F 0.47 -0.99 2.20
S -1.40 0.00 -2.12
H -1.55 0.69 0.08
H -1.02 -0.85 0.05
```

As for the net charge: -1. As for the molar mass: 197.10 g mol⁻¹. The value obtained for the HOMO-LUMO gap is 7.22 eV. The energy above the lowest of the compared OMol25 structures with the same formula, charge and spin comes out at 1.061 eV. For the calculated total energy, the calculation gives -1163.50321 Eh.

4.
Below is 3 unconnected molecules or ions with the total composition C4H14O2, with properties calculated with wB97M-V/def2-TZVPD.

```
20
C4H14O2 | OMol25 | wB97M-V/def2-TZVPD
C -1.39 -2.14 -0.70
C -0.39 -1.06 0.01
C -1.00 -0.22 1.16
C 0.07 0.23 2.10
H -0.78 -3.01 -0.75
H -2.23 -2.09 -0.05
H -1.72 -1.70 -1.64
H 0.33 -1.68 0.47
H 0.24 -0.53 -0.72
H -1.66 0.58 0.78
H -1.70 -0.95 1.73
H 0.75 1.03 1.69
H -0.13 0.65 3.02
H 0.70 -0.64 2.34
O 3.01 1.81 -1.67
H 3.80 1.73 -1.06
H 2.33 1.84 -0.95
O -0.20 2.25 -1.62
H 0.70 2.24 -2.03
H -0.72 1.64 -2.10
```

As for the molar mass: 94.15 g mol⁻¹. The value obtained for the HOMO-LUMO gap is 11.73 eV. The SMILES is CCCC.O.O. The energy above the lowest of the compared OMol25 structures with the same formula, charge and spin comes out at 1.270 eV. For the calculated total energy, the calculation gives -311.23329 Eh.

5.
Below is C5H5IN2O3 in the gas phase, with properties calculated with wB97M-V/def2-TZVPD.

```
16
C5H5IN2O3 | OMol25 | wB97M-V/def2-TZVPD
N -0.18 1.52 0.62
N 0.14 0.36 -0.16
C 1.33 0.34 -0.97
O 1.80 1.50 -1.63
C 1.63 -1.00 -1.18
C 0.72 -1.74 -0.40
C -0.01 -0.91 0.39
O -0.97 -1.11 1.59
C -2.07 -0.39 1.54
O -2.58 0.16 2.40
I -3.26 -0.66 -0.43
H -0.25 2.35 -0.02
H -1.06 1.43 1.44
H 1.44 2.28 -1.10
H 2.56 -1.26 -1.80
H 0.76 -2.89 -0.30
```

As for the molar mass: 268.01 g mol⁻¹. The value obtained for the HOMO-LUMO gap is 8.25 eV. The SMILES is Nn1c(O)ccc1OC(=O)I. The energy above the lowest of the compared OMol25 structures with the same formula, charge and spin comes out at 0.649 eV. For the calculated total energy, the calculation gives -826.30449 Eh.

6.
Below is 2 unconnected molecules or ions with the total composition C12H17N, with properties calculated with wB97M-V/def2-TZVPD.

```
30
C12H17N | OMol25 | wB97M-V/def2-TZVPD
C -0.88 2.12 2.73
C -0.71 0.68 2.33
C -1.55 -0.37 2.49
N -1.15 -1.43 1.66
C 0.16 -1.15 1.29
C 1.02 -1.94 0.52
C 2.25 -1.37 0.21
C 2.55 -0.05 0.52
C 1.58 0.78 1.04
C 0.36 0.24 1.47
H -0.49 2.72 1.92
H -0.26 2.29 3.60
H -1.87 2.53 2.78
H -2.44 -0.36 3.09
H -1.43 -2.36 1.94
H 0.64 -2.92 0.25
H 2.97 -2.10 -0.15
H 3.49 0.44 0.31
H 1.80 1.82 1.23
C -0.33 -1.27 -2.77
C -1.04 0.06 -2.36
C -0.29 1.32 -2.81
H -0.10 -1.76 -1.82
H -0.90 -2.03 -3.29
H 0.55 -0.92 -3.28
H -1.32 0.07 -1.30
H -2.09 0.01 -2.67
H -0.50 2.13 -2.11
H -0.75 1.70 -3.74
H 0.74 1.12 -3.07
```

As for the molar mass: 175.28 g mol⁻¹. The value obtained for the HOMO-LUMO gap is 8.86 eV. The SMILES is Cc1c[nH]c2ccccc12.CCC. The energy above the lowest of the compared OMol25 structures with the same formula, charge and spin comes out at 1.393 eV. For the calculated total energy, the calculation gives -522.16909 Eh.

7.
Below is 3 unconnected molecules or ions with the total composition C3H9N3O6, with properties calculated with wB97M-V/def2-TZVPD.

```
21
C3H9N3O6 | OMol25 | wB97M-V/def2-TZVPD
C -1.62 0.19 -3.22
N -2.12 -0.38 -4.49
O -1.70 0.14 -5.51
O -2.99 -1.21 -4.46
H -1.38 1.24 -3.24
H -0.81 -0.47 -2.89
H -2.39 -0.02 -2.48
C 1.08 -1.64 0.31
N 0.05 -0.62 0.02
O -1.03 -0.77 0.54
O 0.35 0.29 -0.72
H 2.00 -1.26 -0.13
H 0.80 -2.61 -0.08
H 1.20 -1.76 1.39
C 1.47 1.84 3.51
N 0.88 0.48 3.62
O -0.21 0.35 3.10
O 1.51 -0.36 4.22
H 0.89 2.57 4.06
H 1.55 2.15 2.47
H 2.46 1.87 3.96
```

As for the molar mass: 183.12 g mol⁻¹. The value obtained for the HOMO-LUMO gap is 10.78 eV. The SMILES is C[N+](=O)[O-].C[N+](=O)[O-].C[N+](=O)[O-]. The energy above the lowest of the compared OMol25 structures with the same formula, charge and spin comes out at 0.351 eV. For the calculated total energy, the calculation gives -735.11359 Eh.